A cluster of 2 separate species, C2HCl2O3 in total at a distorted geometry, computed with ωB97M-V/def2-TZVPD.

Highest occupied orbital energy, eV: -4.59
Molecular weight, g mol⁻¹: 143.9
Frontier orbital gap, eV: 7.95
Total charge: -1
ΔE to the lowest compared entry with this formula, charge and spin, eV: 3.4317
LUMO energy, eV: 3.360

Last columns: bonded neighbours and bond lengths (Å).
Geometry (Å):
1 C -1.01 -0.46 -0.14  O3 1.257, O4 1.400, O5 1.211
2 C -3.91 -0.54 0.82  Cl6 1.679, Cl7 1.739
3 O -1.58 -1.47 0.34  C1 1.257
4 O -0.05 0.14 0.69  C1 1.400, H8 1.016
5 O -1.21 0.11 -1.19  C1 1.211
6 Cl -3.86 1.02 0.19  C2 1.679
7 Cl -4.48 -1.60 -0.44  C2 1.739
8 H 0.11 1.01 0.18  O4 1.016

Here are the natural (NBO) charges for atoms 1 to 4, given in e: C 0.939; C -0.085; O -0.761; O -0.766